Record 1
ORCA calculation (ωB97M-V with the def2-TZVPD basis set) on a structure of composition C12H24FHfO4.

```
42
C12H24FHfO4 | the OMol25 dataset | ωB97M-V with the def2-TZVPD basis set
H 4.029 -0.273 1.817
H 1.519 5.571 3.055
H -2.123 -0.511 -6.096
H -4.098 -4.313 -0.143
H -0.584 -2.921 1.588
C 0.246 5.734 1.270
H 1.775 5.536 -0.175
H 4.788 0.077 3.274
H 0.322 6.254 -0.851
H -3.961 -5.153 1.361
H 1.043 7.223 2.631
O -3.678 -0.409 -3.300
H 6.543 -2.450 4.159
H 1.401 7.261 0.030
H 5.754 0.162 1.763
H -2.732 -5.434 0.058
Hf -3.390 1.818 0.367
C -2.495 -3.557 0.888
H 0.007 6.080 3.333
H -5.561 -1.278 -4.963
C 4.993 -0.393 2.311
H -2.363 1.044 -5.194
O 6.130 -2.360 1.439
O -0.684 4.957 1.337
C 5.568 -2.639 3.710
H -4.464 -1.074 -6.338
C 5.551 -1.848 2.395
H 5.358 -3.694 3.536
C -3.367 -4.707 0.563
C -1.048 -3.852 1.262
C 0.979 6.256 0.018
O -2.916 -2.390 0.913
F -0.232 1.078 -0.529
C -3.541 -0.632 -4.520
C 0.761 6.173 2.553
H -0.664 -4.092 0.271
C -4.545 -1.448 -5.317
C -2.317 -0.043 -5.131
H -4.285 -2.505 -5.258
H -0.988 -4.672 1.977
H 4.772 -2.313 4.379
H -1.501 -0.264 -4.443
```

Output
Highest occupied orbital energy = -0.6135 Ha
LUMO energy = -0.560 Ha
Total charge = +3
Relative energy (zero: lowest compared OMol25 entry of this formula, charge and spin) = 1049.4 kJ/mol
HOMO-LUMO gap = 1.46 eV

Computed Mulliken charges, given in elementary charges: 0.3238, 0.3090, 0.3484, 0.3350, 0.3193, 0.8702, 0.3123, 0.3448, 0.3315, 0.3217, 0.3508, -0.4477, 0.3042, 0.3588, 0.3320, 0.3358, 1.6317, 0.7651, 0.3548, 0.3413, -0.9284, 0.3035, -0.2273, -0.4260, -0.8681, 0.3632, 0.7736, 0.3605, -0.9540, -0.9511, -1.0066, -0.4631, -0.5874, 0.7458, -1.0745, 0.3304, -0.9527, -0.9194, 0.2973, 0.3578, 0.3405, 0.3430

Record 2
ORCA calculation (ωB97M-V with the def2-TZVPD basis set) on a structure of composition C17H25N3O3PTb.

```
50
C17H25N3O3PTb | the OMol25 dataset | ωB97M-V with the def2-TZVPD basis set
P 0.947 1.579 -1.832
N 0.853 -1.555 2.268
C -4.832 2.143 1.375
H 1.669 -0.074 -3.586
H 3.001 2.366 -2.913
C -4.316 2.035 0.083
H -2.128 0.881 3.057
H 2.042 3.697 -2.228
H -1.178 -1.310 2.826
N -2.306 1.207 0.989
H -0.406 1.803 -3.844
N 1.251 -1.403 -0.509
Tb 1.072 0.514 0.905
H 3.284 1.772 -0.293
C -0.611 1.703 -2.768
H 2.322 -1.005 3.678
H -2.580 1.367 -1.080
C 1.665 -0.001 -2.492
C 1.510 -3.738 -2.006
O -1.001 0.841 0.806
H -0.942 -2.051 1.199
C 1.355 -2.495 -2.629
H -4.882 2.354 -0.790
H 1.288 -2.403 -3.712
C -4.073 1.705 2.464
H 2.713 0.261 -2.057
H -1.225 0.816 -2.563
H 1.238 -2.338 4.201
C 1.337 -1.326 -1.868
C 1.644 -3.776 -0.616
H -5.828 2.558 1.534
H 1.832 -4.689 -0.055
C -2.792 1.213 2.256
H 0.639 -0.643 4.157
O 0.079 4.286 0.308
C 1.288 -1.377 3.664
C 1.980 2.750 -2.778
H -0.621 -3.025 2.688
H -4.451 1.756 3.483
O 2.725 1.002 -0.453
H -1.143 2.597 -2.406
H 1.531 2.948 -3.762
C 1.513 -2.589 0.090
C -0.566 -2.013 2.237
H 1.574 -4.646 -2.595
C -3.049 1.506 -0.106
C 0.572 3.248 0.274
H 2.779 -2.330 1.808
H 1.506 -3.559 2.000
C 1.721 -2.559 1.594
```

Output
Highest occupied orbital energy (alpha / beta) = -0.5068 / -0.5056 Ha
LUMO energy (alpha / beta) = -0.236 / -0.231 Ha
<S²> = 12.722
Total charge = +2
HOMO-LUMO gap (alpha / beta) = 7.38 / 7.47 eV
2S+1 = 7

Computed Mulliken charges, given in elementary charges: 1.2618, 0.0365, -0.1249, 0.5715, 0.3970, -0.8410, 0.4978, 0.3579, 0.2500, 0.0132, 0.5488, 0.4764, 1.0774, 0.2336, -1.6998, 0.4086, 0.3242, -1.0598, -0.6155, -0.1803, 0.3030, -0.9818, 0.4400, 0.4485, -0.8334, 0.3295, 0.3096, 0.3743, 0.5733, -0.9109, 0.4230, 0.4645, 0.0304, 0.3254, -0.1928, -1.0181, -1.1882, 0.4006, 0.4197, -0.7988, 0.4142, 0.3744, 0.7459, -0.9337, 0.4536, 0.0401, 0.2092, 0.3577, 0.5238, -1.0363

Record 3
ORCA calculation (ωB97M-V with the def2-TZVPD basis set) on a structure of composition C17H27Br4GdN5O2.

```
56
C17H27Br4GdN5O2 | the OMol25 dataset | ωB97M-V with the def2-TZVPD basis set
O 2.416 -0.198 -1.721
H -1.622 4.272 0.472
H -3.454 4.397 0.566
Br 4.275 -5.117 -4.229
N 2.681 -1.638 1.162
Gd 0.676 -0.426 -0.205
C -2.218 3.920 -2.211
O 0.785 -2.230 -1.543
H 0.734 -1.768 3.883
C 3.440 -1.166 -3.670
H 2.945 -2.310 0.468
C -4.180 2.469 -1.163
C -2.590 3.736 0.340
C -2.741 3.043 -1.047
H 2.850 -2.283 3.139
C 3.188 -3.549 -3.962
H -2.297 -1.907 -0.605
H -0.482 0.740 3.913
H 3.437 -0.967 1.290
Br 1.047 -5.202 -2.772
C -0.348 0.757 2.802
H -2.213 3.366 -3.214
H 0.423 2.686 2.792
H -2.643 -0.572 1.356
C 2.122 -3.551 -3.008
H -1.308 1.086 2.362
H -1.515 -1.386 3.496
C -1.789 1.908 -0.923
H -0.700 -2.683 2.537
H 1.693 -0.382 3.635
H -2.573 3.012 1.201
H -1.091 -2.726 0.013
N -1.542 -1.811 0.067
C 0.794 1.728 2.433
Br 4.491 0.410 -3.849
H -4.913 3.316 -1.182
H 2.076 1.798 0.862
N 1.060 1.794 0.987
C 2.104 -2.118 2.376
N -1.022 1.040 -0.977
H -2.985 4.696 -2.344
H 1.698 1.568 3.059
C 3.587 -2.323 -4.491
H -1.246 4.357 -2.027
C 1.153 -1.150 3.128
H 0.673 2.628 0.559
H -4.183 1.944 -2.105
H 1.567 -3.092 2.147
H -4.337 1.712 -0.349
C -1.132 -1.615 2.509
C 1.822 -2.405 -2.338
N 0.020 -0.627 2.346
Br 3.908 -2.165 -6.392
C 2.621 -1.237 -2.556
C -2.157 -1.551 1.363
H -3.006 -2.229 1.619
```

Output
Highest occupied orbital energy (alpha / beta) = -0.2623 / -0.3561 Ha
LUMO energy (alpha / beta) = -0.154 / -0.126 Ha
<S²> = 15.882
Total charge = +1
Relative energy (zero: lowest compared OMol25 entry of this formula, charge and spin) = 493.0 kJ/mol
HOMO-LUMO gap (alpha / beta) = 2.96 / 6.25 eV
2S+1 = 8

Computed Mulliken charges, given in elementary charges: -0.7256, 0.3450, 0.3901, -0.1304, -0.3353, 1.1169, -1.4675, -0.4299, 0.3973, -0.0127, 0.2303, -1.3842, -1.2619, 1.6463, 0.4323, -0.0040, 0.2084, 0.3979, 0.1911, -0.2027, -0.7168, 0.3542, 0.4713, 0.2267, -0.2682, 0.2952, 0.4044, -0.1955, 0.4716, 0.6136, 0.2351, 0.2771, -0.3433, -0.8329, -0.1508, 0.4086, 0.3550, -0.4133, -0.8215, -0.4022, 0.4038, 0.3552, 0.0863, 0.3467, -1.0271, 0.1557, 0.4151, 0.3665, 0.2889, -0.9910, 0.3569, 0.7789, -0.1393, 0.4318, -0.7044, 0.5061

Record 4
ORCA calculation (ωB97M-V with the def2-TZVPD basis set) on a structure of composition C14H15N5O7STi.

```
43
C14H15N5O7STi | the OMol25 dataset | ωB97M-V with the def2-TZVPD basis set
C 2.658 0.427 2.367
C 0.419 -0.766 2.402
C -1.229 4.096 -1.787
O -0.710 -0.881 -1.471
C 1.359 0.005 1.755
N -1.987 3.227 -2.550
N -0.649 1.985 -1.336
C 1.843 -4.018 -1.778
H 2.991 -0.307 3.104
C 1.943 -2.983 -2.661
H 2.574 1.395 2.876
N 0.172 -1.877 -1.597
H 0.569 -0.452 4.536
H 0.325 3.581 -0.310
N 1.022 0.348 0.477
O -1.343 1.717 1.371
H 1.423 -1.894 3.967
H 2.681 -2.983 -3.450
H 2.503 -4.873 -1.874
S 1.259 -0.509 -3.642
C 1.110 -1.830 -2.589
C 0.895 -3.968 -0.747
H -0.353 -1.873 4.001
C -3.403 1.480 0.166
Ti -0.968 0.159 0.150
C -2.465 2.304 1.148
O -2.920 0.308 -0.130
C 0.079 -2.874 -0.683
O -4.445 1.943 -0.264
O -1.566 -1.962 2.063
H -2.789 3.463 -3.104
H -1.370 5.161 -1.819
H -2.026 1.081 -2.663
O 2.050 1.045 -0.221
O -2.834 3.383 1.586
N -0.700 -1.046 1.644
C -1.603 1.974 -2.233
H 3.422 0.531 1.597
C -0.406 3.309 -1.051
H 0.804 -4.743 0.000
H 1.797 0.896 -1.147
H -0.666 -2.710 0.089
C 0.535 -1.270 3.806
```

Output
Highest occupied orbital energy (alpha / beta) = 0.0258 / 0.0251 Ha
LUMO energy (alpha / beta) = 0.178 / 0.178 Ha
Total charge = -2
Relative energy (zero: lowest compared OMol25 entry of this formula, charge and spin) = 75.3 kJ/mol
HOMO-LUMO gap (alpha / beta) = 4.14 / 4.15 eV

Computed Mulliken charges, given in elementary charges: -1.6604, 0.0908, -0.4927, -0.6165, 0.5237, -0.0056, 0.2804, -0.0156, 0.3779, -0.8099, 0.2226, 0.4985, 0.2851, 0.4250, 1.0033, -0.3857, 0.3219, 0.3725, 0.3320, -0.4499, 0.2465, -1.1116, 0.3822, 0.6537, -0.4096, 0.7055, -0.4838, -0.0273, -0.7272, -0.9467, 0.2423, 0.3718, 0.5134, -0.6465, -0.7473, 0.8031, -0.6999, 0.4022, -0.4700, 0.4171, 0.3087, 0.5994, -1.6735

> The lowest total charge belongs to which entry?

C14H15N5O7STi